No. 1
{"formula": "C4H11NO", "method": "wB97M-V/def2-TZVPD", "species": ["C", "C", "O", "H", "H", "H", "H", "C", "N", "C", "H", "H", "H", "H", "H", "H", "H"], "coordinates": [[-2.605663, 0.268928, 0.271283], [-1.835474, -1.020605, 0.278031], [-1.612894, -1.659884, -0.706287], [-2.771069, 0.560654, -0.771849], [-1.926208, 1.105664, 0.481500], [-3.528250, 0.213258, 0.836432], [-1.542835, -1.387059, 1.269235], [0.914935, 1.177606, -0.484934], [0.971508, -0.277478, -0.126142], [2.337655, -0.603218, 0.281477], [1.228916, 1.667838, 0.432675], [1.552422, 1.359093, -1.352794], [-0.115595, 1.436098, -0.697290], [0.832405, -0.757461, -1.009803], [3.103187, -0.169747, -0.372533], [2.522128, -1.669760, 0.361061], [2.474836, -0.243926, 1.309930]], "forces_ev_per_angstrom": [[0.98, 0.74, -1.57], [-0.61, 0.25, 0.47], [0.15, -0.43, -0.64], [-0.71, -0.63, -0.07], [-0.26, -0.23, 1.24], [0.09, 0.29, 0.29], [0.22, -0.11, 0.23], [-0.04, -1.67, 0.76], [0.44, 0.52, -0.87], [-0.03, 0.20, 0.81], [0.18, 0.62, -0.29], [0.10, 0.52, 0.16], [-0.08, 0.18, -0.18], [-0.42, -0.30, 0.17], [0.08, 0.06, 0.05], [-0.28, -0.25, -0.30], [0.19, 0.23, -0.26]], "nbo_charge": [-0.74, 0.47, -0.54, 0.23, 0.24, 0.24, 0.11, -0.42, -0.61, -0.42, 0.19, 0.18, 0.19, 0.35, 0.16, 0.20, 0.19], "de_lowest_kcal_mol": 41.6, "gap_ha": 0.376, "lumo_energy_ev": 1.039, "e_homo_ev": -9.195, "charge": 0, "smiles": "CC=O.CNC"}

---

No. 2
{"formula": "C19H23BN2O5", "method": "wB97M-V/def2-TZVPD", "species": ["N", "C", "C", "O", "C", "C", "C", "B", "N", "O", "C", "O", "O", "C", "O", "H", "H", "H", "H", "H", "H", "H", "H", "H", "H", "H", "C", "C", "C", "C", "C", "C", "H", "H", "H", "H", "H", "H", "C", "C", "C", "C", "C", "C", "H", "H", "H", "H", "H", "H"], "coordinates": [[3.295366, 0.921828, 0.693343], [3.895935, 0.876258, -0.646428], [3.025392, 1.469699, -1.746818], [3.714306, 1.321916, -2.989292], [1.630002, 0.813938, -1.805270], [0.491130, 1.569785, -1.176138], [-0.603965, 1.044411, -0.601768], [-0.946890, -0.492678, -0.465551], [-1.677499, -1.152717, -1.547721], [-0.566429, -1.191455, 0.653679], [-1.444926, 2.175637, -0.129404], [-2.455884, 2.132894, 0.509811], [-0.856978, 3.351518, -0.523215], [0.362524, 3.061346, -1.126069], [1.099081, 3.925483, -1.492768], [3.510589, 0.085607, 1.215155], [2.294087, 1.056318, 0.682183], [4.822797, 1.454394, -0.640202], [4.170267, -0.150743, -0.918996], [2.939582, 2.540888, -1.596308], [3.786450, 0.377165, -3.174464], [1.385336, 0.592591, -2.848121], [1.704425, -0.149733, -1.286360], [-1.001483, -1.587039, -2.177287], [-2.117304, -0.437184, -2.123721], [0.129455, -1.846043, 0.522387], [-3.146154, -4.357307, -1.595478], [-4.044510, -4.744426, -0.610290], [-4.733673, -5.943373, -0.727939], [-4.526695, -6.758041, -1.832597], [-3.631727, -6.372267, -2.820381], [-2.942404, -5.173349, -2.700679], [-2.610578, -3.421750, -1.501416], [-4.207639, -4.108025, 0.249990], [-5.433382, -6.243458, 0.041387], [-5.063416, -7.693482, -1.923780], [-3.472684, -7.005617, -3.683674], [-2.245125, -4.873666, -3.473425], [1.547447, 4.302918, 5.019375], [0.331987, 4.540734, 4.391148], [0.071721, 3.980730, 3.148794], [1.032779, 3.186655, 2.540479], [2.250504, 2.948780, 3.159080], [2.504938, 3.507725, 4.404732], [1.747567, 4.738068, 5.990106], [-0.412968, 5.162676, 4.870037], [-0.875206, 4.161719, 2.656216], [0.830211, 2.745957, 1.572611], [2.991322, 2.329789, 2.669603], [3.452317, 3.324937, 4.895435]], "forces_ev_per_angstrom": [[0.15, 0.11, -0.32], [0.12, 0.13, 0.36], [0.21, -0.18, -0.18], [-0.26, -0.04, 0.13], [0.05, -0.01, 0.28], [-0.21, -0.31, 0.05], [0.21, 0.18, 0.15], [-0.64, -0.44, -0.02], [0.78, 0.98, -0.15], [0.91, 0.38, -0.32], [-0.50, -0.21, 0.34], [0.49, 0.14, -0.43], [0.20, 0.26, 0.04], [0.04, 0.45, -0.08], [-0.39, -0.48, 0.10], [-0.12, 0.02, 0.10], [-0.05, -0.15, 0.03], [0.03, -0.08, -0.02], [-0.12, -0.05, -0.14], [-0.08, 0.07, -0.04], [0.10, 0.09, -0.01], [0.02, 0.21, -0.02], [-0.12, -0.07, -0.13], [-0.31, -0.57, 0.11], [-0.05, -0.16, -0.09], [-0.41, -0.27, 0.19], [0.02, -0.06, -0.02], [0.00, 0.00, 0.01], [0.00, 0.00, 0.00], [0.00, 0.00, 0.00], [0.01, 0.00, -0.01], [0.00, 0.00, 0.01], [-0.07, 0.00, 0.02], [0.00, 0.00, 0.01], [0.00, 0.00, 0.00], [-0.01, 0.00, 0.00], [0.00, 0.00, 0.00], [0.00, 0.00, -0.01], [0.00, -0.01, -0.01], [0.01, 0.00, 0.01], [-0.02, 0.00, -0.01], [-0.01, -0.02, -0.02], [0.03, -0.02, 0.12], [-0.02, 0.02, 0.00], [0.00, 0.01, 0.00], [-0.01, 0.00, 0.01], [0.00, -0.01, -0.01], [0.00, 0.00, -0.03], [0.00, 0.07, 0.00], [0.01, 0.00, 0.00]], "nbo_charge": [-0.85, -0.23, 0.08, -0.70, -0.48, -0.05, -0.41, 1.10, -1.09, -0.90, 0.77, -0.50, -0.50, 0.76, -0.50, 0.37, 0.36, 0.20, 0.16, 0.22, 0.46, 0.25, 0.21, 0.39, 0.38, 0.51, -0.23, -0.20, -0.22, -0.21, -0.21, -0.22, 0.23, 0.21, 0.21, 0.21, 0.21, 0.20, -0.21, -0.21, -0.23, -0.15, -0.24, -0.21, 0.21, 0.21, 0.22, 0.17, 0.23, 0.21], "de_lowest_kcal_mol": 0.0, "gap_ha": 0.299, "lumo_energy_ev": -1.092, "e_homo_ev": -9.225, "charge": 0, "smiles": "NC[C@@H](O)CC1=C(B(N)O)C(=O)OC1=O.c1ccccc1.c1ccccc1"}

---

No. 3
{"formula": "C19H61N17O10", "method": "wB97M-V/def2-TZVPD", "species": ["C", "O", "C", "C", "C", "N", "H", "H", "H", "H", "H", "H", "H", "H", "H", "H", "H", "C", "O", "C", "C", "C", "N", "H", "H", "H", "H", "H", "H", "H", "H", "H", "H", "H", "C", "O", "C", "C", "C", "N", "H", "H", "H", "H", "H", "H", "H", "H", "H", "H", "H", "N", "C", "N", "O", "H", "H", "H", "H", "N", "C", "N", "O", "H", "H", "H", "H", "N", "C", "N", "O", "H", "H", "H", "H", "N", "C", "N", "O", "H", "H", "H", "H", "N", "C", "N", "O", "H", "H", "H", "H", "N", "C", "N", "O", "H", "H", "H", "H", "N", "C", "N", "O", "H", "H", "H", "H"], "coordinates": [[0.530716, -4.727760, -1.691026], [1.309762, -3.558452, -1.886115], [1.961674, -3.587938, -3.132471], [2.745375, -2.322956, -3.354976], [3.610511, -2.482274, -4.572899], [3.555983, -2.156691, -2.103577], [-0.228312, -4.746488, -2.501133], [0.045743, -4.634176, -0.745235], [1.174886, -5.607612, -1.766907], [2.651273, -4.419999, -3.207089], [1.269577, -3.691235, -3.959659], [2.094720, -1.485919, -3.416058], [4.299930, -3.320000, -4.419728], [4.179171, -1.582019, -4.735047], [3.027745, -2.636364, -5.505111], [3.595165, -1.174744, -1.858773], [3.216500, -2.694916, -1.325217], [-5.300392, -1.311474, -0.404433], [-4.458018, -1.462413, -1.518541], [-3.303514, -2.237601, -1.161510], [-2.505738, -2.614659, -2.402211], [-2.266846, -1.558887, -3.400047], [-2.994413, -3.846214, -2.996927], [-6.185005, -0.824662, -0.764645], [-4.859484, -0.644136, 0.370598], [-5.623671, -2.311913, -0.023629], [-2.698479, -1.716669, -0.430867], [-3.547918, -3.165132, -0.688570], [-1.529013, -2.776839, -1.940212], [-1.767066, -0.763781, -2.834707], [-3.170089, -1.193428, -3.857458], [-1.533910, -1.845816, -4.129074], [-3.837776, -3.781836, -3.550657], [-2.318742, -4.199223, -3.697624], [-1.779695, 2.025614, 5.235877], [-1.539660, 2.394042, 3.845232], [-0.891295, 3.682544, 3.668885], [0.592779, 3.542086, 3.577572], [1.269979, 4.889514, 3.858519], [1.018749, 3.033790, 2.215918], [-2.320379, 2.785721, 5.808668], [-0.818881, 1.960959, 5.692302], [-2.124017, 1.042480, 5.281316], [-1.273185, 3.990248, 2.680499], [-1.193862, 4.374118, 4.449843], [0.949185, 2.874212, 4.405846], [0.705471, 5.793040, 3.451666], [2.319997, 4.809175, 3.424151], [1.401679, 4.995841, 4.939349], [0.401159, 2.199380, 2.032352], [0.667689, 3.593658, 1.459491], [-2.127128, 4.535008, -0.326110], [-1.425127, 3.377212, -0.166499], [-1.952417, 2.515808, 0.691611], [-0.393291, 3.144315, -0.759988], [-2.813720, 4.867447, 0.334448], [-1.517678, 5.224289, -0.796155], [-2.848967, 2.665607, 1.112037], [-1.607966, 1.573994, 0.700998], [0.902477, -0.937391, 3.736325], [0.464339, -2.082006, 4.110115], [0.517621, -2.537540, 5.345918], [-0.058654, -2.849410, 3.284549], [1.276832, -0.208672, 4.323210], [0.485325, -0.464778, 2.935818], [0.415771, -3.584234, 5.356311], [1.261727, -2.198255, 5.951893], [3.949646, 1.093961, -1.983264], [2.711887, 1.666658, -2.231257], [2.314206, 2.547331, -1.328136], [1.961231, 1.407576, -3.159333], [4.603606, 1.640608, -1.464458], [4.340110, 0.597372, -2.732035], [2.795336, 2.788393, -0.452225], [1.379334, 2.920125, -1.303809], [0.508568, -0.180883, -1.025844], [0.376445, -0.637589, 0.247385], [0.932862, -1.943460, 0.517646], [-0.193527, 0.103626, 1.089618], [0.808265, -0.767664, -1.824793], [0.302296, 0.782525, -1.269934], [0.980854, -2.437090, -0.363609], [0.465038, -2.496748, 1.260181], [4.105232, 3.223197, 1.849349], [4.530182, 2.024503, 1.340057], [3.761200, 0.855638, 1.658409], [5.477844, 1.869106, 0.559967], [4.501260, 3.984300, 1.398350], [3.141888, 3.190308, 2.089708], [2.760512, 1.068440, 1.627848], [3.934792, 0.171362, 0.965249], [0.108661, 1.038700, -5.657098], [-1.068479, 1.370558, -4.981604], [-0.859603, 2.144029, -3.880094], [-2.131146, 1.124097, -5.519478], [-0.070820, 0.584866, -6.536502], [0.925107, 0.755822, -5.140897], [0.106831, 2.219221, -3.559922], [-1.538985, 2.181952, -3.153812], [-3.303162, -2.957648, 3.455469], [-3.668637, -1.721032, 3.068480], [-2.582836, -0.925145, 2.635977], [-4.812641, -1.301151, 3.173028], [-2.333475, -3.263422, 3.557734], [-3.998544, -3.346276, 4.103772], [-1.684263, -1.298195, 2.496793], [-2.642291, -0.021596, 2.222665]], "forces_ev_per_angstrom": [[-0.05, 0.35, -1.48], [-0.11, -0.09, -0.06], [-0.06, 0.41, -0.59], [0.84, -1.07, 2.25], [-0.09, -0.10, -0.68], [0.51, 0.59, -1.28], [0.17, -0.35, 0.52], [-0.29, -0.17, 0.68], [-0.17, -0.11, 0.21], [0.26, -0.49, 0.28], [-0.62, -0.19, -0.16], [-0.83, 0.86, -0.51], [-0.08, 0.19, -0.12], [0.41, 0.32, -0.04], [0.15, -0.07, 0.56], [0.08, -0.21, 0.31], [-0.27, 0.05, 0.04], [-0.21, -0.20, 0.28], [0.86, -0.77, 0.33], [-0.57, 0.73, -1.24], [0.11, -0.61, 0.66], [0.42, 1.68, 0.66], [0.81, -1.57, -0.61], [-0.56, 0.34, -0.18], [-0.12, -0.75, -0.15], [0.44, 0.75, 0.19], [0.35, 0.66, 0.12], [-0.69, -0.75, 0.37], [0.25, -0.79, -0.17], [-0.27, 0.54, -0.30], [-0.21, 0.24, -0.28], [0.17, -0.43, -0.65], [-0.34, 0.64, 0.32], [-0.32, 0.33, 0.72], [1.63, 1.94, -1.23], [-0.51, 0.32, 0.82], [-1.27, -1.49, -0.34], [1.00, 0.53, -0.45], [0.92, 0.32, -0.75], [-1.00, -2.04, 1.25], [-0.48, -0.26, -0.37], [1.07, 0.07, 0.72], [-1.32, -1.33, -0.21], [0.15, 0.40, 0.49], [-0.13, 0.16, 0.17], [-0.22, 0.04, -1.10], [0.82, -1.19, 0.36], [-1.32, 0.55, 0.48], [-0.17, 0.27, -0.15], [1.04, 0.46, 0.35], [-0.05, 1.12, -0.11], [1.26, 1.33, -1.01], [-1.30, 0.28, 0.56], [-0.82, -0.97, 0.83], [1.26, -0.02, -0.96], [0.20, -0.14, -0.09], [-1.05, -0.31, 0.47], [-0.17, 0.09, 0.03], [0.50, -0.38, 0.08], [1.35, 4.90, -0.78], [-1.76, -3.19, -1.82], [1.14, -1.90, 3.16], [-0.75, -0.14, -0.99], [0.12, -0.55, 0.68], [-0.02, -0.76, -0.50], [0.12, 1.76, 0.09], [-0.39, -0.04, -0.06], [-1.36, 0.45, 0.12], [0.61, -0.11, 0.24], [0.20, 1.94, 2.75], [0.05, -1.02, -1.03], [0.43, 0.16, 0.59], [0.52, -0.61, -1.17], [0.13, -0.61, -0.94], [-0.27, -0.20, -0.57], [0.46, -0.96, -0.85], [-0.20, -0.65, 0.31], [-1.64, 2.12, -0.29], [0.94, -1.08, -0.08], [-0.17, 0.48, 1.15], [-0.14, -0.24, 0.45], [0.39, -0.34, -0.04], [0.32, 0.84, -0.24], [0.36, -2.74, 0.41], [0.29, -1.94, -1.54], [-0.57, 2.40, 0.55], [-0.47, 0.92, 1.00], [0.63, 1.69, -0.73], [-1.14, 0.56, 0.40], [0.19, -0.08, 0.45], [0.51, -0.81, -0.65], [-0.13, 0.01, 0.30], [0.61, 0.21, -1.53], [0.89, -0.11, 0.42], [-0.54, 0.01, 0.68], [0.03, -0.17, 0.14], [0.11, 0.17, 0.08], [-0.37, -0.10, -0.13], [-0.61, -0.01, 0.10], [-0.35, -1.56, 0.99], [1.03, 2.36, -0.32], [-1.34, -0.54, 0.43], [0.43, -0.10, -0.26], [-0.41, 0.48, -0.14], [0.69, 0.00, -0.66], [0.97, -0.97, -0.02], [-0.88, 0.33, 0.00]], "lowdin_charge": [-0.07, -0.25, -0.22, -0.43, -0.06, 0.07, 0.09, 0.08, 0.10, 0.13, 0.13, 0.10, 0.09, 0.07, 0.09, 0.02, 0.05, -0.12, -0.17, -0.19, -0.46, -0.07, 0.04, 0.07, 0.08, 0.11, 0.11, 0.11, 0.11, 0.07, 0.09, 0.07, 0.07, 0.07, -0.06, -0.22, -0.21, -0.41, -0.07, 0.06, 0.09, 0.06, 0.06, 0.11, 0.12, 0.14, 0.10, 0.08, 0.07, 0.06, 0.05, 0.17, -0.71, 0.20, 0.00, 0.10, 0.13, 0.12, 0.07, 0.22, -0.75, 0.16, -0.04, 0.12, 0.07, 0.15, 0.11, 0.18, -0.67, 0.19, 0.00, 0.07, 0.08, 0.10, 0.05, 0.20, -0.55, 0.18, -0.07, 0.10, 0.07, 0.03, 0.08, 0.17, -0.62, 0.15, -0.01, 0.08, 0.02, 0.06, 0.06, 0.14, -0.68, 0.17, 0.02, 0.09, 0.05, 0.06, 0.08, 0.15, -0.67, 0.17, 0.01, 0.08, 0.12, 0.02, 0.06], "de_lowest_kcal_mol": 34.4, "gap_ha": 0.337, "lumo_energy_ev": 0.217, "e_homo_ev": -8.946, "charge": 0, "smiles": "COC[C@H](C)N.COC[C@H](C)N.COC[C@H](C)N.NC(N)=O.NC(N)=O.NC(N)=O.NC(N)=O.NC(N)=O.NC(N)=O.NC(N)=O"}